A single C4H7FS molecule. Source: OMol25; level of theory: ωB97M-V/def2-TZVPD.

## Properties
Kohn-Sham gap: 10.19 eV
SMILES: C[C@H](S)/C=C/F
electronic energy: -17812.842 eV
net charge: 0
largest force on an atom: 3.29 eV/Å
relative energy (zero: lowest compared OMol25 entry of this formula, charge and spin): 34.6 kcal/mol

Bonds (Å) are listed after each position.
Element x y z (Å)
1 C 0.71 1.19 -0.20  C2 1.479, H7 1.109, H8 1.122, H9 1.076
2 C 0.67 -0.12 0.48  C1 1.479, S3 1.837, C4 1.563, H10 1.035
3 S 1.91 -1.30 -0.17  C2 1.837, H11 1.352
4 C -0.79 -0.63 0.70  C2 1.563, C5 1.303, H12 1.063
5 C -1.69 -0.41 -0.22  C4 1.303, F6 1.348, H13 1.124
6 F -2.90 -1.00 -0.22  C5 1.348
7 H -0.12 1.87 0.08  C1 1.109
8 H 1.62 1.74 0.17  C1 1.122
9 H 0.83 1.28 -1.27  C1 1.076
10 H 1.07 -0.05 1.43  C2 1.035
11 H 1.30 -1.68 -1.32  S3 1.352
12 H -0.89 -1.26 1.55  C4 1.063
13 H -1.72 0.38 -1.02  C5 1.124